Here is a molecular structure, C4H6O2 at a distorted geometry from OMol25. Energies are from wB97M-V/def2-TZVPD.

Geometry as XYZ:
```
12
C4H6O2 (wB97M-V/def2-TZVPD)
C 1.328 -0.446 -0.184
C 0.024 -0.264 0.525
C -0.644 1.070 0.211
C -1.657 0.195 -0.500
H 1.530 -1.473 -0.609
H 0.239 -0.463 1.566
H -0.111 1.865 -0.391
H -1.090 1.593 1.059
H -2.678 0.375 -0.078
H -1.502 0.098 -1.573
O 2.226 0.360 -0.151
O -1.063 -1.026 0.115
```

Results
E_LUMO: 0.8 eV
DFT total energy: -8338.2003 eV
molar mass: 86.09 g mol⁻¹
relative energy (zero: lowest compared OMol25 entry of this formula, charge and spin): 218.14 kJ/mol
charge: 0
gap between HOMO and LUMO: 10.38 eV

Here is a single C4H6O2 molecule at a distorted geometry from OMol25. Energies are from wB97M-V/def2-TZVPD.

Geometry as XYZ:
```
12
C4H6O2 (wB97M-V/def2-TZVPD)
C -0.171 0.562 -1.532
C -0.197 -0.600 -0.547
O 0.046 -1.732 -0.877
C -0.483 -0.169 0.981
C 0.963 -0.151 1.382
O 1.788 0.049 0.516
H 0.840 0.761 -1.908
H -0.543 1.479 -1.072
H -0.800 0.294 -2.385
H -0.914 0.836 0.941
H -1.105 -0.736 1.701
H 1.297 -0.420 2.397
```

Results
E_LUMO: 0.8 eV
DFT total energy: -8339.0508 eV
molar mass: 86.09 g mol⁻¹
relative energy (zero: lowest compared OMol25 entry of this formula, charge and spin): 136.08 kJ/mol
charge: 0
gap between HOMO and LUMO: 10.51 eV

Here is a single C4H6O2 molecule at a distorted geometry from OMol25. Energies are from wB97M-V/def2-TZVPD.

Geometry as XYZ:
```
12
C4H6O2 (wB97M-V/def2-TZVPD)
C -1.405 1.122 1.223
C -0.560 0.719 0.098
C 0.026 -0.359 -0.226
O 1.058 -0.328 -1.282
C 1.915 -1.348 -1.212
O 1.916 -2.276 -0.460
H -0.853 1.996 1.680
H -1.795 0.310 1.873
H -2.328 1.553 0.908
H -0.454 1.421 -0.687
H -0.040 -1.282 0.246
H 2.518 -1.527 -2.161
```

Results
E_LUMO: 1.0 eV
DFT total energy: -8338.5544 eV
molar mass: 86.09 g mol⁻¹
relative energy (zero: lowest compared OMol25 entry of this formula, charge and spin): 183.97 kJ/mol
charge: 0
gap between HOMO and LUMO: 10.73 eV

Here is a single C4H6O2 molecule from OMol25. Energies are from wB97M-V/def2-TZVPD.

Geometry as XYZ:
```
12
C4H6O2 (wB97M-V/def2-TZVPD)
C 1.610 0.072 0.745
C 0.350 0.773 0.284
O 0.310 1.961 0.051
C -0.922 -0.038 0.156
C -1.399 -0.472 -1.155
O -0.804 -1.391 -0.243
H 1.442 -0.985 0.962
H 2.391 0.166 -0.016
H 1.976 0.585 1.641
H -1.664 0.167 0.929
H -0.820 -0.235 -2.046
H -2.469 -0.603 -1.308
```

Results
E_LUMO: 0.9 eV
DFT total energy: -8338.6555 eV
molar mass: 86.09 g mol⁻¹
relative energy (zero: lowest compared OMol25 entry of this formula, charge and spin): 174.22 kJ/mol
charge: 0
gap between HOMO and LUMO: 10.72 eV

Here is a molecular structure, C4H6O2 at a distorted geometry from OMol25. Energies are from wB97M-V/def2-TZVPD.

Geometry as XYZ:
```
12
C4H6O2 (wB97M-V/def2-TZVPD)
C 0.498 1.438 0.686
C -0.088 0.239 -0.096
C -1.158 -0.582 0.331
C 0.678 -0.559 -1.141
H 1.280 1.214 1.498
H -0.300 1.901 1.384
H 0.907 2.196 -0.145
H -1.411 -1.438 -0.266
H -2.232 -0.364 1.115
H -0.433 -2.049 -0.527
O 0.570 -1.988 -1.214
O 1.690 -0.006 -1.625
```

Results
E_LUMO: -0.3 eV
DFT total energy: -8336.2200 eV
molar mass: 86.09 g mol⁻¹
relative energy (zero: lowest compared OMol25 entry of this formula, charge and spin): 409.21 kJ/mol
charge: 0
gap between HOMO and LUMO: 9.99 eV

Here is a molecular structure, C4H6O2 from OMol25. Energies are from wB97M-V/def2-TZVPD.

Geometry as XYZ:
```
12
C4H6O2 (wB97M-V/def2-TZVPD)
O 0.626 0.880 0.448
C 1.935 0.025 -0.331
C 1.016 -0.910 -0.917
C -0.021 -0.364 -0.313
C -1.497 -0.435 -0.185
O -2.176 0.696 -0.692
H 0.602 0.739 1.412
H 2.574 -0.282 0.501
H 2.370 0.822 -0.937
H -1.798 -1.368 -0.683
H -1.801 -0.511 0.865
H -1.860 0.839 -1.594
```

Results
E_LUMO: 0.4 eV
DFT total energy: -8334.9462 eV
molar mass: 86.09 g mol⁻¹
relative energy (zero: lowest compared OMol25 entry of this formula, charge and spin): 532.11 kJ/mol
charge: 0
gap between HOMO and LUMO: 9.16 eV

Here is a single C4H6O2 molecule from OMol25. Energies are from wB97M-V/def2-TZVPD.

Geometry as XYZ:
```
12
C4H6O2 (wB97M-V/def2-TZVPD)
O 0.879 1.845 -1.393
C 0.093 1.379 -0.607
C -0.728 0.100 -0.788
C 0.429 -0.750 -0.322
C 0.683 -0.935 0.975
O -0.266 -0.825 1.940
H 0.016 1.746 0.440
H -1.072 -0.142 -1.796
H -1.600 0.147 -0.122
H 1.221 -0.856 -1.055
H 1.664 -1.154 1.383
H -1.118 -0.897 1.486
```

Results
E_LUMO: 0.7 eV
DFT total energy: -8338.5958 eV
molar mass: 86.09 g mol⁻¹
relative energy (zero: lowest compared OMol25 entry of this formula, charge and spin): 179.98 kJ/mol
charge: 0
gap between HOMO and LUMO: 9.77 eV

Here is a single C4H6O2 molecule from OMol25. Energies are from wB97M-V/def2-TZVPD.

Geometry as XYZ:
```
12
C4H6O2 (wB97M-V/def2-TZVPD)
C -1.277 -0.233 -0.014
O -0.843 1.088 -0.265
C 0.542 1.036 -0.573
C 1.070 -0.158 0.194
O 0.656 -0.114 1.555
C -0.094 -0.910 0.649
H -2.226 -0.195 0.522
H -1.453 -0.794 -0.948
H 0.697 0.896 -1.655
H 0.995 1.981 -0.259
H 2.030 -0.615 -0.041
H -0.097 -1.981 0.836
```

Results
E_LUMO: 1.0 eV
DFT total energy: -8338.4516 eV
molar mass: 86.09 g mol⁻¹
relative energy (zero: lowest compared OMol25 entry of this formula, charge and spin): 193.89 kJ/mol
charge: 0
gap between HOMO and LUMO: 11.02 eV

Here is a single C4H6O2 molecule from OMol25. Energies are from wB97M-V/def2-TZVPD.

Geometry as XYZ:
```
12
C4H6O2 (wB97M-V/def2-TZVPD)
C 2.065 -0.962 0.276
C 1.165 -0.163 0.223
C -0.005 0.731 0.172
O -0.624 0.846 1.446
C -1.079 0.164 -0.791
O -0.910 -1.184 -1.148
H 2.859 -1.675 0.298
H 0.314 1.723 -0.183
H 0.040 1.147 2.080
H -2.045 0.339 -0.296
H -1.068 0.721 -1.731
H -0.712 -1.686 -0.345
```

Results
E_LUMO: 0.8 eV
DFT total energy: -8337.6465 eV
molar mass: 86.09 g mol⁻¹
relative energy (zero: lowest compared OMol25 entry of this formula, charge and spin): 271.57 kJ/mol
charge: 0
gap between HOMO and LUMO: 11.13 eV

Here is a molecular structure, C4H6O2 from OMol25. Energies are from wB97M-V/def2-TZVPD.

Geometry as XYZ:
```
12
C4H6O2 (wB97M-V/def2-TZVPD)
C 1.873 0.569 0.236
O 1.525 -0.405 1.152
C 0.493 -0.220 0.134
C -0.123 0.977 0.458
O -2.645 -0.498 -0.692
C -1.872 -1.419 -0.800
H 2.483 0.328 -0.634
H 2.100 1.534 0.696
H -0.718 1.485 -0.302
H -0.115 1.408 1.464
H -1.583 -2.056 0.057
H -1.419 -1.703 -1.768
```

Results
E_LUMO: 0.0 eV
DFT total energy: -8333.9559 eV
molar mass: 86.09 g mol⁻¹
relative energy (zero: lowest compared OMol25 entry of this formula, charge and spin): 627.66 kJ/mol
charge: 0
gap between HOMO and LUMO: 8.67 eV

Here is a single C4H6O2 molecule at a distorted geometry from OMol25. Energies are from wB97M-V/def2-TZVPD.

Geometry as XYZ:
```
12
C4H6O2 (wB97M-V/def2-TZVPD)
O -1.967 0.686 -0.318
C -1.660 -0.295 0.244
O -0.346 -0.894 0.134
C 0.558 0.152 -0.407
C 1.472 0.788 0.534
C 1.883 -0.393 -0.281
H -2.318 -0.911 1.060
H 0.231 0.398 -1.349
H 1.125 0.407 1.556
H 1.613 1.952 0.592
H 2.393 -0.342 -1.195
H 1.948 -1.357 0.277
```

Results
E_LUMO: 1.1 eV
DFT total energy: -8337.7314 eV
molar mass: 86.09 g mol⁻¹
relative energy (zero: lowest compared OMol25 entry of this formula, charge and spin): 263.37 kJ/mol
charge: 0
gap between HOMO and LUMO: 11.57 eV

Here is a single C4H6O2 molecule from OMol25. Energies are from wB97M-V/def2-TZVPD.

Geometry as XYZ:
```
12
C4H6O2 (wB97M-V/def2-TZVPD)
O 0.594 -1.217 -1.872
C 0.131 -0.609 -0.940
C 0.065 0.896 -0.718
C 0.187 0.898 0.821
O -0.713 -0.145 1.188
C -0.375 -1.231 0.356
H -0.940 1.269 -0.953
H 0.776 1.404 -1.376
H 1.201 0.635 1.166
H -0.131 1.797 1.351
H -1.240 -1.875 0.185
H 0.444 -1.822 0.791
```

Results
E_LUMO: 0.9 eV
DFT total energy: -8339.4747 eV
molar mass: 86.09 g mol⁻¹
relative energy (zero: lowest compared OMol25 entry of this formula, charge and spin): 95.18 kJ/mol
charge: 0
gap between HOMO and LUMO: 10.54 eV

Here is a single C4H6O2 molecule from OMol25. Energies are from wB97M-V/def2-TZVPD.

Geometry as XYZ:
```
12
C4H6O2 (wB97M-V/def2-TZVPD)
C 1.515 0.339 -0.683
C 0.397 0.713 0.265
O 0.173 1.870 0.548
C -0.514 -0.379 0.825
C -1.703 -0.604 -0.093
O -2.082 -1.690 -0.453
H 1.121 -0.177 -1.567
H 2.240 -0.334 -0.211
H 2.019 1.256 -0.995
H -0.022 -1.338 1.005
H -0.916 0.020 1.764
H -2.228 0.324 -0.405
```

Results
E_LUMO: 0.6 eV
DFT total energy: -8339.6760 eV
molar mass: 86.09 g mol⁻¹
relative energy (zero: lowest compared OMol25 entry of this formula, charge and spin): 75.75 kJ/mol
charge: 0
gap between HOMO and LUMO: 10.59 eV

Here is a single C4H6O2 molecule at a distorted geometry from OMol25. Energies are from wB97M-V/def2-TZVPD.

Geometry as XYZ:
```
12
C4H6O2 (wB97M-V/def2-TZVPD)
C -0.645 1.189 0.097
O -1.253 -0.018 -0.467
C -0.804 -1.083 0.136
C 0.652 -0.770 0.364
O 1.542 -0.132 -0.626
C 0.729 0.736 0.389
H -0.629 2.129 -0.582
H -1.415 1.625 0.831
H -1.313 -1.091 1.080
H -1.198 -1.922 -0.501
H 1.130 -1.204 1.211
H 1.517 1.239 0.796
```

Results
E_LUMO: 0.9 eV
DFT total energy: -8336.4644 eV
molar mass: 86.09 g mol⁻¹
relative energy (zero: lowest compared OMol25 entry of this formula, charge and spin): 385.63 kJ/mol
charge: 0
gap between HOMO and LUMO: 10.72 eV

Here is a single C4H6O2 molecule at a distorted geometry from OMol25. Energies are from wB97M-V/def2-TZVPD.

Geometry as XYZ:
```
12
C4H6O2 (wB97M-V/def2-TZVPD)
O -2.068 1.596 -0.141
C -1.126 0.862 -0.009
C -0.978 -0.650 0.236
C 0.517 -0.536 -0.108
O 1.425 -1.206 0.693
C 0.379 1.011 -0.167
H -1.089 -0.839 1.309
H -1.570 -1.359 -0.344
H 0.687 -0.819 -1.188
H 2.247 -0.700 0.690
H 0.568 0.842 -1.235
H 1.008 1.798 0.262
```

Results
E_LUMO: 0.6 eV
DFT total energy: -8338.1789 eV
molar mass: 86.09 g mol⁻¹
relative energy (zero: lowest compared OMol25 entry of this formula, charge and spin): 220.20 kJ/mol
charge: 0
gap between HOMO and LUMO: 10.35 eV

Here is a single C4H6O2 molecule from OMol25. Energies are from wB97M-V/def2-TZVPD.

Geometry as XYZ:
```
12
C4H6O2 (wB97M-V/def2-TZVPD)
O -2.557 0.222 -0.380
C -1.427 0.414 -0.759
C -0.260 -0.429 -0.299
C 1.152 0.136 -0.489
O 1.381 0.185 0.925
C 0.078 -0.342 1.205
H -1.190 1.239 -1.470
H -0.400 -1.451 -0.663
H 1.866 -0.519 -1.002
H 1.190 1.134 -0.948
H -0.541 0.357 1.780
H 0.120 -1.302 1.733
```

Results
E_LUMO: 0.7 eV
DFT total energy: -8338.4406 eV
molar mass: 86.09 g mol⁻¹
relative energy (zero: lowest compared OMol25 entry of this formula, charge and spin): 194.95 kJ/mol
charge: 0
gap between HOMO and LUMO: 10.71 eV

Here is a single C4H6O2 molecule at a distorted geometry from OMol25. Energies are from wB97M-V/def2-TZVPD.

Geometry as XYZ:
```
12
C4H6O2 (wB97M-V/def2-TZVPD)
C 1.247 -0.586 0.512
C 0.792 0.809 -0.124
C -0.550 0.942 -0.358
C -1.662 0.060 0.014
O -2.671 0.346 0.618
O -1.472 -1.118 -0.543
H 0.311 -1.123 0.486
H 1.934 -0.667 1.365
H 1.712 -1.249 -0.323
H 1.429 1.688 -0.547
H -0.577 2.134 -0.451
H -0.493 -1.236 -0.647
```

Results
E_LUMO: 0.4 eV
DFT total energy: -8337.8111 eV
molar mass: 86.09 g mol⁻¹
relative energy (zero: lowest compared OMol25 entry of this formula, charge and spin): 255.69 kJ/mol
charge: 0
gap between HOMO and LUMO: 10.64 eV

Here is a molecular structure, C4H6O2 at a distorted geometry from OMol25. Energies are from wB97M-V/def2-TZVPD.

Geometry as XYZ:
```
12
C4H6O2 (wB97M-V/def2-TZVPD)
C -1.205 -0.534 0.383
C -0.064 -0.071 -0.512
C 0.631 1.150 0.012
C 1.614 0.047 0.512
H -0.892 -1.476 1.620
H -0.459 0.007 -1.618
H 0.221 1.990 0.743
H 0.950 1.709 -0.826
H 2.617 0.335 0.239
H 1.484 -0.341 1.625
O -2.398 0.198 -0.026
O 1.175 -0.920 -0.493
```

Results
E_LUMO: -0.5 eV
DFT total energy: -8333.8135 eV
molar mass: 86.09 g mol⁻¹
relative energy (zero: lowest compared OMol25 entry of this formula, charge and spin): 641.40 kJ/mol
charge: 0
gap between HOMO and LUMO: 9.57 eV

Here is a single C4H6O2 molecule at a distorted geometry from OMol25. Energies are from wB97M-V/def2-TZVPD.

Geometry as XYZ:
```
12
C4H6O2 (wB97M-V/def2-TZVPD)
O 0.427 -1.476 1.539
C 1.084 -1.118 0.590
C 0.545 -0.304 -0.537
C -0.944 -0.064 -0.524
C 0.045 1.061 -0.217
O -0.113 1.506 1.089
H 2.159 -1.366 0.512
H 1.029 -0.398 -1.498
H -1.401 -0.639 0.302
H -1.540 -0.002 -1.423
H 0.164 1.841 -0.964
H -1.011 1.122 0.935
```

Results
E_LUMO: 0.9 eV
DFT total energy: -8337.7159 eV
molar mass: 86.09 g mol⁻¹
relative energy (zero: lowest compared OMol25 entry of this formula, charge and spin): 264.88 kJ/mol
charge: 0
gap between HOMO and LUMO: 10.87 eV

Here is a single C4H6O2 molecule from OMol25. Energies are from wB97M-V/def2-TZVPD.

Geometry as XYZ:
```
12
C4H6O2 (wB97M-V/def2-TZVPD)
O 1.362 0.088 1.572
C 1.142 0.878 0.685
C -0.174 0.969 -0.057
C -0.935 -0.357 -0.134
C -0.020 -1.523 -0.458
O 1.001 -1.402 -1.091
H 1.904 1.627 0.385
H 0.021 1.376 -1.053
H -0.776 1.726 0.466
H -1.650 -0.286 -0.965
H -1.531 -0.572 0.760
H -0.343 -2.526 -0.111
```

Results
E_LUMO: 0.9 eV
DFT total energy: -8339.4253 eV
molar mass: 86.09 g mol⁻¹
relative energy (zero: lowest compared OMol25 entry of this formula, charge and spin): 99.95 kJ/mol
charge: 0
gap between HOMO and LUMO: 10.87 eV